Molecular formula: C44H65N4O5PSeTeV
Method: DFT, ωB97M-V/def2-TZVPD

## Properties
Largest force on an atom = 5.046 eV/A
Energy relative to the best compared isomer or geometry (same formula, charge and spin) = 2.327 eV
LUMO (spin up / spin down) = 0.38 / -0.98 eV
Electronic energy = -170500.042 eV

```
! wB97M-V def2-TZVPD RIJCOSX def2/J DEFGRID3
* xyz 0 4
V -0.62 0.02 0.82
O -0.30 0.58 3.86
H -0.83 -0.18 3.58
H 0.58 0.22 4.01
Se 3.77 -0.02 1.56
C 2.11 -0.64 1.42
N 1.02 -1.05 1.33
C 0.95 2.61 0.32
O 0.09 1.46 0.52
H 1.96 2.37 0.64
H 0.58 3.44 0.91
H 0.96 2.88 -0.73
N -0.88 -3.61 0.73
C -0.97 -2.89 -0.41
N -0.72 -3.53 -1.59
O -1.34 -1.70 -0.45
H -0.33 -4.44 0.76
H -0.98 -3.06 1.58
H -0.27 -4.42 -1.61
H -0.63 -2.93 -2.39
C -4.91 6.05 -4.84
C -4.60 4.95 -3.85
C -3.55 5.07 -2.94
C -3.26 4.07 -2.01
C -2.09 4.26 -1.07
C -4.07 2.93 -1.99
Te -3.79 1.34 -0.43
N -2.51 0.42 1.07
C -2.81 -0.69 1.74
O -1.82 -1.30 2.30
C -4.21 -1.21 1.86
C -4.47 -2.55 1.57
C -5.77 -3.03 1.63
C -6.81 -2.19 2.00
C -6.55 -0.86 2.32
C -5.25 -0.37 2.25
C -4.52 2.80 0.95
C -5.81 3.22 0.61
C -6.51 4.11 1.41
C -5.91 4.58 2.57
C -4.63 4.17 2.90
C -3.90 3.27 2.11
C -2.49 2.91 2.56
C -5.10 2.75 -2.92
C -5.94 1.49 -3.00
C -5.35 3.78 -3.83
H -4.09 6.78 -4.90
H -5.81 6.59 -4.54
H -5.08 5.65 -5.84
H -2.94 5.97 -2.96
H -1.46 5.08 -1.40
H -1.49 3.36 -1.02
H -2.44 4.49 -0.06
H -3.65 -3.20 1.29
H -5.97 -4.07 1.39
H -7.83 -2.57 2.05
H -7.36 -0.20 2.62
H -5.04 0.65 2.52
H -6.28 2.84 -0.30
H -7.50 4.43 1.12
H -6.44 5.28 3.21
H -4.16 4.55 3.80
H -2.48 2.05 3.22
H -2.06 3.75 3.11
H -1.84 2.67 1.72
H -5.34 0.63 -3.30
H -6.75 1.61 -3.72
H -6.40 1.23 -2.04
H -6.16 3.65 -4.56
O 0.53 -0.03 -2.18
P 1.72 -0.16 -3.10
C 2.52 -1.78 -2.85
C 3.86 -2.12 -3.59
C 5.00 -2.43 -2.61
C 4.62 -3.58 -1.68
C 3.24 -3.35 -1.01
C 2.66 -1.97 -1.32
C 2.93 1.14 -2.70
C 2.30 2.54 -2.97
C 2.86 3.17 -4.24
C 4.37 3.47 -4.07
C 5.05 2.42 -3.17
C 4.36 1.06 -3.29
C 1.12 0.11 -4.81
C 2.02 -0.24 -6.01
C 1.92 -1.71 -6.44
C 0.47 -2.15 -6.66
C -0.35 -1.92 -5.40
C -0.31 -0.45 -4.98
H 1.75 -2.48 -3.18
H 4.16 -1.33 -4.27
H 3.71 -3.01 -4.21
H 5.24 -1.54 -2.02
H 5.90 -2.68 -3.17
H 5.40 -3.70 -0.92
H 4.61 -4.51 -2.26
H 3.31 -3.47 0.08
H 2.53 -4.11 -1.36
H 3.33 -1.21 -0.90
H 1.70 -1.83 -0.84
H 3.00 1.00 -1.62
H 2.53 3.20 -2.13
H 1.21 2.47 -3.00
H 2.33 4.09 -4.47
H 2.71 2.50 -5.09
H 4.50 4.46 -3.65
H 4.85 3.48 -5.05
H 5.01 2.74 -2.12
H 6.11 2.33 -3.42
H 4.94 0.30 -2.77
H 4.34 0.78 -4.35
H 1.01 1.19 -4.78
H 3.06 0.03 -5.82
H 1.69 0.37 -6.86
H 2.36 -2.36 -5.67
H 2.51 -1.86 -7.35
H 0.43 -3.19 -6.97
H 0.04 -1.55 -7.48
H 0.06 -2.55 -4.59
H -1.38 -2.24 -5.54
H -0.88 -0.29 -4.06
H -0.80 0.13 -5.77
*
```



Molecular formula: C44H66BBr3Cl5F13LiNaO19PS2
Method: DFT, ωB97M-V/def2-TZVPD

## Properties
Largest force on an atom = 8.033 eV/A
LUMO = -1.77 eV
Electronic energy = -429922.525 eV

```
! wB97M-V def2-TZVPD RIJCOSX def2/J DEFGRID3
* xyz -1 1
C 12.27 -4.02 1.50
C 11.50 -3.36 0.33
C 11.72 -3.78 -1.14
C 10.59 -2.41 0.60
C 9.19 -2.43 -0.07
C 8.42 -1.11 0.21
C 6.87 -1.30 0.18
C 6.21 -0.04 0.81
C 6.45 -1.55 -1.32
C 5.67 -2.85 -1.56
C 4.16 -2.86 -1.13
C 4.02 -3.31 0.34
C 4.65 -4.70 0.69
O 4.88 -5.57 -0.46
C 6.12 -6.14 -0.24
O 7.00 -6.10 -1.05
O 3.46 -3.69 -2.11
C 2.33 -4.29 -1.69
O 2.27 -5.49 -1.79
C 1.09 -3.56 -1.16
C 0.43 -4.45 -0.06
C -0.28 -3.65 1.04
F -0.56 -4.40 2.12
F 0.67 -2.76 1.50
C -1.47 -2.75 0.60
F -1.06 -1.73 -0.17
F -1.94 -2.18 1.70
S -2.90 -3.59 -0.29
F -3.39 -2.18 -0.84
F -2.06 -3.76 -1.65
F -2.50 -5.04 0.25
F -3.84 -3.35 0.97
F -4.13 -4.27 -1.02
C 3.52 -1.44 -1.24
Cl 2.82 -0.61 0.18
C 3.44 -0.78 -2.39
C 2.81 0.61 -2.48
Cl 4.09 -1.48 -3.84
H 11.54 -4.21 2.31
H 12.99 -3.28 1.92
H 12.77 -4.94 1.20
H 10.76 -4.13 -1.55
H 11.98 -2.87 -1.70
H 12.50 -4.54 -1.26
H 10.77 -1.58 1.30
H 8.62 -3.27 0.35
H 9.32 -2.59 -1.15
H 8.78 -0.67 1.16
H 8.65 -0.42 -0.62
H 6.68 -2.24 0.75
H 6.91 0.34 1.59
H 5.31 -0.35 1.37
H 6.03 0.77 0.10
H 7.41 -1.69 -1.84
H 6.01 -0.65 -1.78
H 5.66 -3.02 -2.65
H 6.26 -3.67 -1.13
H 4.57 -2.57 0.95
H 2.99 -3.25 0.73
H 5.64 -4.50 1.13
H 4.06 -5.16 1.51
H 6.32 -6.61 0.75
H 0.40 -3.49 -2.01
H 1.26 -2.53 -0.82
H 1.22 -5.01 0.47
H -0.20 -5.20 -0.54
H 1.72 0.58 -2.46
H 3.15 1.05 -3.44
H 3.21 1.29 -1.71
C -6.81 1.82 2.12
C -6.84 1.62 0.74
C -5.85 0.57 0.24
O -5.78 0.20 -0.93
C -4.93 -0.02 1.21
C -4.90 0.20 2.59
C -5.96 1.17 3.10
O -6.12 1.42 4.29
O -4.12 -0.31 3.40
O -7.57 2.18 -0.09
H -7.49 2.54 2.57
H -4.22 -0.70 0.77
C -1.24 1.97 4.61
Cl -0.94 0.52 3.68
Cl 0.22 2.47 5.49
Cl -1.82 3.28 3.57
H -2.02 1.75 5.34
C -10.84 0.34 6.69
S -9.53 1.34 5.95
O -9.85 1.47 4.50
C -8.24 0.11 6.10
H -11.76 0.91 6.66
H -10.96 -0.58 6.13
H -10.58 0.12 7.73
H -8.53 -0.80 5.58
H -8.06 -0.11 7.16
H -7.33 0.51 5.66
C -11.97 3.28 1.58
Br -12.93 2.22 0.28
Br -12.65 3.00 3.37
Br -10.07 2.99 1.47
H -12.15 4.32 1.34
C -11.14 8.47 -0.82
C -12.15 7.58 -1.49
O -12.31 6.52 -0.56
C -11.95 7.00 0.67
O -12.11 6.41 1.69
O -11.37 8.22 0.57
H -11.29 9.53 -1.05
H -10.11 8.20 -1.06
H -13.12 8.08 -1.63
H -11.81 7.21 -2.46
Li 3.02 -6.45 0.12
Na 7.13 -8.29 -1.56
B 7.68 -3.41 -4.89
F 6.47 -2.94 -5.46
F 8.77 -3.01 -5.68
F 7.83 -2.86 -3.58
F 7.65 -4.82 -4.80
O -7.65 9.09 -2.40
P -6.54 9.18 -3.41
O -6.31 7.61 -3.80
C -7.30 6.94 -4.59
C -7.13 7.26 -6.07
O -5.27 9.35 -2.38
C -5.44 9.96 -1.10
C -5.50 8.91 -0.02
O -5.56 9.68 -4.66
C -5.37 11.09 -4.84
C -4.08 11.55 -4.18
H -8.30 7.21 -4.25
H -7.16 5.87 -4.43
H -7.35 8.31 -6.26
H -7.81 6.65 -6.67
H -6.11 7.08 -6.39
H -6.33 10.60 -1.08
H -4.58 10.61 -0.93
H -6.29 8.18 -0.20
H -5.66 9.36 0.96
H -4.56 8.34 0.01
H -6.23 11.65 -4.45
H -5.31 11.27 -5.91
H -4.21 11.66 -3.10
H -3.77 12.53 -4.57
H -3.28 10.83 -4.34
C 12.83 -11.08 1.66
O 11.92 -11.31 2.74
C 10.66 -10.94 2.49
O 10.26 -10.45 1.46
O 9.93 -11.20 3.57
C 8.55 -10.86 3.45
H 13.81 -11.42 1.99
H 12.53 -11.65 0.78
H 12.88 -10.01 1.43
H 8.08 -11.42 2.64
H 8.43 -9.79 3.28
H 8.06 -11.12 4.38
*
```